11
Properties=species:S:1:pos:R:3:forces:R:3:nbo_charge:R:1 method="wB97M-V/def2-TZVPD" orbital_gap_ev=10.5 lumo_ev=0.7504 relative_energy_kj_mol=186.2 total_energy_ev=-19807.9020 smiles=O[C@H]1C(Cl)[C@@H]1O
C -0.4754 -0.6476 -0.2583 -0.1 0.5 0.2 0.07
C 0.0892 0.7059 -0.1174 0.0 1.0 -0.2 0.03
C 0.5233 -0.3230 0.8352 0.5 -1.1 0.3 -0.27
H -0.6824 -1.2819 -2.0581 0.3 0.0 0.3 0.48
H -1.5050 -0.7919 0.0527 0.0 -0.1 0.0 0.19
H 0.8350 0.9510 -0.8869 -0.4 0.2 0.3 0.19
H -0.3216 2.3003 0.9057 0.0 -0.1 -0.1 0.47
H 0.1898 -0.2905 1.8733 0.0 0.0 -0.4 0.24
O -0.0129 -1.3276 -1.3584 -0.2 -1.1 -0.7 -0.69
O -0.7937 1.6693 0.3469 0.0 0.7 0.1 -0.70
Cl 2.1536 -0.9639 0.6653 0.0 0.0 0.2 -0.02

***

18
Properties=species:S:1:pos:R:3:forces:R:3:nbo_charge:R:1 method="wB97M-V/def2-TZVPD" orbital_gap_ev=9.2 lumo_ev=0.7979 relative_energy_kj_mol=983.8 total_energy_ev=-10365.1088
C 2.1807 1.0937 0.2670 5.8 -0.2 -3.4 -0.64
C 0.7068 1.0961 0.0923 -1.1 1.3 -1.6 -0.30
C -1.3461 0.1876 -0.7298 -0.4 3.0 -0.7 -0.31
C -1.8089 -0.6597 0.3785 -2.9 1.3 3.5 -0.12
C -0.2345 -2.0773 0.0924 5.3 -3.1 -0.7 0.34
H 2.2562 0.1400 -1.0575 0.9 2.8 3.4 0.23
H 3.0458 0.5569 1.0497 -3.6 1.4 -2.0 0.27
H 2.8685 2.3623 -0.0402 -2.5 -4.1 0.9 0.22
H 0.0447 1.1207 0.9564 0.5 0.0 0.8 0.18
H 0.3249 2.0176 -0.5499 1.5 -1.5 1.4 0.22
H -2.0423 0.0225 -1.7235 2.4 0.5 2.2 0.23
H -1.3174 1.3211 -0.2890 -1.4 -2.6 -1.8 0.21
H -1.1108 -0.3377 1.2980 -1.8 -1.2 -1.6 0.18
H -3.0474 -0.4573 0.8278 3.9 -1.0 -1.8 0.22
H 0.2530 -3.1120 0.7043 -1.5 3.1 -2.5 0.19
N 0.1745 -0.0224 -0.7683 -3.2 3.2 -2.3 -0.28
N 0.5827 -1.2262 -0.4942 0.5 -3.9 4.4 -0.33
O -1.5304 -2.0259 -0.0138 -2.3 0.9 1.7 -0.52

***

42
Properties=species:S:1:pos:R:3:forces:R:3:nbo_charge:R:1 method="wB97M-V/def2-TZVPD" orbital_gap_ev=9.1 lumo_ev=-3.7079 total_charge=+1 relative_energy_kj_mol=0.0 total_energy_ev=-43766.2362
Hg -0.0693 -0.0044 0.2999 1.2 1.0 0.1 1.70
Cl 1.6893 1.7740 2.1757 -0.2 1.2 0.4 2.54
O 1.0408 2.2313 0.9339 -0.1 0.0 -0.2 -0.92
O 3.1054 1.9243 2.0619 -0.5 -0.1 0.1 -0.79
O 1.1289 2.4288 3.3186 0.5 0.0 -0.6 -0.79
O 1.3206 0.3645 2.2562 -0.1 -1.6 -0.2 -0.95
C -1.6056 3.3177 -0.9209 0.1 0.2 0.3 -0.26
O -1.5598 1.8923 -0.6970 -1.0 -0.1 -0.1 -0.77
H -2.5975 3.7148 -1.1480 -0.2 -0.6 -0.3 0.19
H -1.3415 3.8285 0.0048 0.6 0.0 -0.2 0.20
H -0.9609 3.5092 -1.7740 0.2 0.4 0.3 0.19
H -2.4753 1.6085 -0.6034 0.1 -0.2 0.0 0.48
C 3.3105 -0.8375 -0.0649 0.9 -0.3 0.0 -0.27
O 1.9896 -1.1791 -0.5526 0.9 -0.2 0.4 -0.77
H 3.4768 -1.0962 0.9805 -0.5 0.2 0.1 0.20
H 4.0316 -1.4495 -0.6136 0.0 0.1 -0.1 0.18
H 3.5841 0.2024 -0.2352 -0.4 0.1 0.1 0.20
H 2.2141 -1.9012 -1.1433 -0.8 -0.1 -0.2 0.49
C -2.0876 -1.0644 -2.1562 0.0 0.8 -0.3 -0.26
O -1.6977 -1.2710 -0.7959 0.0 -0.4 -0.3 -0.79
H -3.1414 -0.7785 -2.1242 0.0 -0.4 -0.6 0.20
H -1.5413 -0.2118 -2.5593 0.0 0.1 0.3 0.19
H -1.8203 -1.9096 -2.7927 -0.5 -0.2 0.2 0.20
H -2.2263 -2.0158 -0.4870 0.3 0.1 0.4 0.50
C 0.0552 -3.4677 0.8737 -0.2 0.6 0.1 -0.25
O 0.1181 -2.1675 1.4997 -0.1 -0.5 -0.2 -0.78
H 0.1428 -3.3347 -0.2026 0.2 0.1 0.0 0.18
H 0.8761 -4.0803 1.2372 -0.2 -0.2 0.0 0.20
H -0.9318 -3.8885 1.0729 0.2 -0.4 0.1 0.18
H 0.3004 -2.3167 2.4339 0.1 0.4 0.0 0.50
C 1.9307 1.6181 -2.4248 0.2 0.2 0.9 -0.26
O 0.8538 0.7842 -1.9637 -0.4 0.2 -0.4 -0.76
H 2.3384 2.1634 -1.5731 -0.1 -0.2 0.2 0.21
H 2.7171 0.9707 -2.8133 0.0 0.3 -0.4 0.18
H 1.5449 2.3855 -3.0956 0.2 -0.3 -0.4 0.19
H 0.4798 0.4118 -2.7680 -0.1 -0.1 0.2 0.47
C -2.3776 -0.7085 2.5211 0.5 0.1 0.5 -0.25
O -1.8481 0.4127 1.7716 -0.9 -0.6 0.6 -0.78
H -2.5909 -1.5481 1.8642 -0.2 0.1 0.0 0.16
H -1.6246 -1.0163 3.2439 0.1 0.0 -0.1 0.20
H -3.2457 -0.4037 3.1009 -0.2 0.0 -0.2 0.20
H -2.5059 1.1086 1.8589 0.4 0.4 -0.3 0.51